# C15H40O5

A 5-piece molecular cluster, C15H40O5 overall at a distorted geometry (ωB97M-V/def2-TZVPD, OMol25).

Summary:
Energy above the lowest of the compared OMol25 structures with the same formula, charge and spin: 306.8 kJ/mol
LUMO: 0.43 eV
HOMO level: -9.727 eV
Structure (SMILES): CC(C)O.CC(C)O.CC(C)O.CC(C)O.CC(C)O

Each atom is followed by the atoms it is bonded to, with distances in Å.
CARTESIAN COORDINATES (ANGSTROEM)
1 C 2.90080 6.78383 -2.71795  C2 1.516, H5 1.090, H6 1.090, H7 1.090
2 C 2.16411 6.56905 -4.02592  C1 1.516, C3 1.529, O4 1.393, H8 1.090
3 C 0.67540 6.37914 -3.73183  C2 1.529, H9 1.090, H10 1.090, H11 1.090
4 O 2.05170 7.75655 -4.74547  C2 1.393, H12 0.960
5 H 2.56070 7.64493 -2.14269  C1 1.090
6 H 3.95643 7.01319 -2.86322  C1 1.090
7 H 2.84235 5.82207 -2.20834  C1 1.090
8 H 2.45780 5.64570 -4.52518  C2 1.090
9 H 0.21590 5.98141 -4.63668  C3 1.090
10 H 0.21303 7.30269 -3.38343  C3 1.090
11 H 0.72616 5.57509 -2.99765  C3 1.090
12 H 1.50229 7.58792 -5.51443  O4 0.960
13 C -2.29885 -3.27846 7.72120  C14 1.553, H17 1.090, H18 1.090, H19 1.090
14 C -0.90712 -3.27444 8.41134  C13 1.553, C15 1.553, O16 1.399, H20 1.090
15 C -0.41138 -1.84649 8.76956  C14 1.553, H21 1.090, H22 1.090, H23 1.090
16 O -0.94286 -3.97552 9.62157  C14 1.399, H24 0.960
17 H -2.94263 -2.62522 8.31020  C13 1.090
18 H -2.69724 -4.28717 7.61214  C13 1.090
19 H -2.28000 -2.74129 6.77294  C13 1.090
20 H -0.17488 -3.70954 7.73118  C14 1.090
21 H -1.18786 -1.39990 9.39063  C15 1.090
22 H -0.28762 -1.33626 7.81434  C15 1.090
23 H 0.58788 -1.76928 9.19809  C15 1.090
24 H -1.73592 -3.65604 10.05814  O16 0.960
25 C -2.54876 -0.82731 -6.86974  C26 1.438, H29 1.090, H30 1.090, H31 1.090
26 C -1.24201 -1.04899 -6.31208  C25 1.438, C27 1.514, O28 1.401, H32 1.090
27 C -0.88282 -2.51400 -6.18743  C26 1.514, H33 1.090, H34 1.090, H35 1.090
28 O -0.22851 -0.38401 -7.01484  C26 1.401, H36 0.960
29 H -2.55501 -1.03695 -7.93937  C25 1.090
30 H -2.80199 0.21570 -6.67969  C25 1.090
31 H -3.35222 -1.38413 -6.38756  C25 1.090
32 H -1.14670 -0.67081 -5.29424  C26 1.090
33 H -1.27442 -3.12727 -6.99900  C27 1.090
34 H -1.18176 -2.83698 -5.19023  C27 1.090
35 H 0.19285 -2.59236 -6.34521  C27 1.090
36 H -0.63722 0.24178 -7.61728  O28 0.960
37 C 5.12243 -1.76460 2.08766  C38 1.540, H41 1.090, H42 1.090, H43 1.090
38 C 5.38669 -2.98232 1.18306  C37 1.540, C39 1.527, O40 1.433, H44 1.090
39 C 4.15921 -3.64892 0.56491  C38 1.527, H45 1.090, H46 1.090, H47 1.090
40 O 6.24187 -2.62050 0.09186  C38 1.433, H48 0.960
41 H 5.35472 -0.77162 1.70278  C37 1.090
42 H 5.65975 -1.84827 3.03232  C37 1.090
43 H 4.05918 -1.58943 2.25181  C37 1.090
44 H 5.88907 -3.78636 1.72087  C38 1.090
45 H 3.39829 -3.03161 0.08739  C39 1.090
46 H 3.53911 -4.09846 1.34046  C39 1.090
47 H 4.39123 -4.41776 -0.17208  C39 1.090
48 H 5.64080 -2.32183 -0.59451  O40 0.960
49 C -2.85648 0.71058 0.91957  C50 1.539, H53 1.090, H54 1.090, H55 1.090
50 C -4.17563 -0.08171 0.88689  C49 1.539, C51 1.539, O52 1.414, H56 1.090
51 C -5.21146 0.45412 -0.11692  C50 1.539, H57 1.090, H58 1.090, H59 1.090
52 O -3.93402 -1.47231 0.80616  C50 1.414, H60 0.960
53 H -2.15021 0.43478 0.13650  C49 1.090
54 H -2.29673 0.63719 1.85198  C49 1.090
55 H -3.01654 1.77779 0.76609  C49 1.090
56 H -4.65874 0.03291 1.85723  C50 1.090
57 H -5.26468 1.53785 -0.01291  C51 1.090
58 H -6.24876 0.14840 0.01957  C51 1.090
59 H -4.89929 0.14857 -1.11556  C51 1.090
60 H -3.45944 -1.64309 1.62300  O52 0.960